Record 1
# C5H8N2O

A molecular structure, C5H8N2O at a distorted geometry (ωB97M-V/def2-TZVPD, the Open Molecules 2025 dataset).

Last column: natural (NBO) charge in e.
Geometry (Å):
C 0.8641 0.4220 -0.0139  0.149
C -0.6065 -0.8436 0.1725  0.245
N 1.9291 -0.0996 0.7029  -0.842
C -0.6476 0.3826 0.8904  -0.118
C 1.0023 1.2867 -1.0297  -0.483
C -0.4590 -2.1340 -0.1457  -0.551
O -2.4465 1.2187 -0.4408  -0.537
N -1.7393 0.0818 0.0703  -0.213
H -3.1641 0.7981 -0.9380  0.472
H 2.7376 0.4998 0.7934  0.389
H 1.7002 -0.6153 1.5407  0.381
H -0.4984 0.9317 1.8016  0.235
H 1.9869 1.6126 -1.3468  0.193
H 0.1339 1.7567 -1.4651  0.220
H 0.4758 -2.6420 0.0440  0.226
H -1.2684 -2.6561 -0.6356  0.236

Summary:
lowest unoccupied orbital energy = 0.6 eV
HOMO energy = -0.284 Ha
calculated total energy = -379.770559 Ha
frontier orbital gap = 0.3051 hartree
energy above the lowest of the compared OMol25 structures with the same formula, charge and spin = 833.9 kJ/mol


Record 2
# C3H6BrO4S

A gas-phase ion, C3H6BrO4S (charge -1) at a distorted geometry (ωB97M-V/def2-TZVPD, the Open Molecules 2025 dataset).

Last column: natural (NBO) charge in e.
Geometry (Å):
C 1.2340 -1.0425 0.9944  -0.618
C 1.4657 -0.4594 -0.3939  -0.531
C 1.0329 1.0162 -0.4238  0.813
O -2.5772 1.5064 -0.7432  -0.905
O -0.2421 1.1748 -0.4665  -0.827
O -1.9477 -0.0304 1.2106  -0.931
O 1.8990 1.8606 -0.4911  -0.675
S -1.9538 0.0752 -0.2232  1.619
Br -3.9496 -1.1003 -0.7161  -0.487
H 1.9485 -0.5121 1.8636  0.189
H 0.1721 -0.7517 1.3571  0.244
H 1.4736 -2.1678 1.1078  0.195
H 0.9008 -0.8477 -1.1962  0.204
H 2.4562 -0.6522 -0.6092  0.197
H -1.9123 1.9309 -1.2701  0.514

Summary:
lowest unoccupied orbital energy = 3.4 eV
charge = -1
HOMO energy = -0.187 Ha
calculated total energy = -3391.126957 Ha
frontier orbital gap = 0.3128 hartree
energy above the lowest of the compared OMol25 structures with the same formula, charge and spin = 113.6 kJ/mol


Record 3
# C36H30N4O4

C36H30N4O4 in the gas phase (ωB97M-V/def2-TZVPD, the Open Molecules 2025 dataset).

Last column: natural (NBO) charge in e.
Geometry (Å):
O 1.0093 3.6938 1.7998  -0.558
C 0.7655 2.7749 1.0725  0.771
N 1.6449 2.1703 0.1675  -0.522
C 1.0046 1.4394 -0.8132  0.708
O 1.5443 0.7907 -1.6693  -0.559
C -0.4935 1.6977 -0.6613  -0.303
C -0.6133 2.1952 0.7725  -0.325
C -0.9858 0.9378 1.5920  0.083
N -1.3521 -0.0614 0.6016  -0.459
C -1.4864 -1.3674 0.8972  0.686
O -1.9055 -2.2046 0.1287  -0.592
C -1.0367 -1.7254 2.3128  -0.329
N 0.0427 -0.8865 2.7811  -0.418
C 0.2038 0.3826 2.3828  0.689
O 1.1961 1.0468 2.6243  -0.619
C 1.1372 -1.5516 3.4766  -0.252
C 1.9544 -2.3276 2.4755  0.197
N 1.4765 -3.5194 2.1379  -0.448
C 2.1053 -4.2133 1.2059  0.048
C 3.2454 -3.7578 0.5620  -0.255
C 3.7453 -2.5141 0.9154  -0.162
C 3.0885 -1.7790 1.8893  -0.250
H 3.4349 -0.8009 2.1858  0.240
H 4.6306 -2.1212 0.4375  0.219
H 3.7250 -4.3574 -0.1955  0.223
H 1.6676 -5.1736 0.9678  0.198
H 1.7397 -0.7767 3.9529  0.246
H 0.7136 -2.2230 4.2260  0.220
H -0.6760 -2.7589 2.2786  0.280
H -1.8946 -1.6907 2.9966  0.213
C -1.4208 0.4726 -0.7543  -0.049
C -1.0248 -0.5258 -1.7913  -0.138
C -1.7110 -0.7032 -2.9168  -0.188
C -1.3691 -1.6301 -3.9855  -0.079
C -0.5038 -2.7073 -3.7930  -0.135
C -0.2045 -3.5632 -4.8348  -0.225
C -0.7595 -3.3631 -6.0887  -0.216
C -1.6274 -2.3033 -6.2917  -0.212
C -1.9334 -1.4499 -5.2491  -0.188
H -2.6124 -0.6246 -5.4131  0.205
H -2.0692 -2.1449 -7.2650  0.211
H -0.5218 -4.0336 -6.9015  0.211
H 0.4640 -4.3960 -4.6701  0.209
H -0.0845 -2.8851 -2.8155  0.204
H -2.5976 -0.1042 -3.0922  0.194
H -0.1177 -1.0736 -1.5940  0.214
H -2.4454 0.8249 -0.9487  0.213
C -2.1300 1.2669 2.5844  -0.423
C -3.3852 1.6931 1.8754  -0.048
C -3.7322 3.0367 1.7956  -0.164
C -4.8669 3.4325 1.1086  -0.224
C -5.6687 2.4884 0.4910  -0.215
C -5.3384 1.1464 0.5765  -0.191
C -4.2071 0.7502 1.2676  -0.221
H -3.9644 -0.3005 1.3301  0.218
H -5.9635 0.4027 0.1054  0.218
H -6.5522 2.7963 -0.0477  0.217
H -5.1246 4.4800 1.0577  0.216
H -3.1190 3.7790 2.2878  0.207
H -2.3397 0.3968 3.2065  0.220
H -1.7664 2.0671 3.2325  0.236
H -1.3701 2.9682 0.9087  0.254
H -0.7713 2.4470 -1.4062  0.256
C 3.0563 2.2671 0.2767  0.216
C 3.6469 3.4757 0.6222  -0.218
C 5.0228 3.5525 0.7447  -0.207
C 5.8114 2.4388 0.5132  -0.214
C 5.2176 1.2394 0.1594  -0.202
C 3.8427 1.1461 0.0434  -0.240
H 3.3806 0.2135 -0.2361  0.234
H 5.8296 0.3686 -0.0254  0.208
H 6.8851 2.5050 0.6066  0.213
H 5.4797 4.4916 1.0186  0.215
H 3.0348 4.3425 0.8070  0.240

Summary:
lowest unoccupied orbital energy = 0.6 eV
HOMO energy = -0.301 Ha
calculated total energy = -1909.916549 Ha
frontier orbital gap = 0.3245 hartree
energy above the lowest of the compared OMol25 structures with the same formula, charge and spin = 37.0 kJ/mol
structure (SMILES) = O=C1[C@H]2[C@@H](/C=C/c3ccccc3)N3C(=O)CN(Cc4ccccn4)C(=O)[C@@]3(Cc3ccccc3)[C@H]2C(=O)N1c1ccccc1


Record 4
# C24H22F3NOReSi

A molecular structure, C24H22F3NOReSi at a distorted geometry (ωB97M-V/def2-TZVPD, the Open Molecules 2025 dataset).

Last column: Löwdin spin population.
Geometry (Å):
Re -0.5193 0.9204 -0.2509  2.168
C -2.5142 -1.5375 0.7172  0.045
Si -1.8437 -1.1331 -1.0142  0.077
C -3.0159 0.0563 -1.9695  0.010
C -1.6617 -2.7174 -2.0083  0.008
C -2.4346 -2.9575 -3.1457  0.001
C -2.3236 -4.1496 -3.8498  0.000
C -1.4303 -5.1243 -3.4316  0.000
C -0.6498 -4.9046 -2.3051  0.000
C -0.7664 -3.7126 -1.6060  0.002
H -3.5735 -1.7403 0.8825  0.004
H -2.2220 -0.7117 1.3702  0.011
H -1.9492 -2.3974 1.0971  0.003
H -4.0951 -0.0789 -1.8696  -0.001
H -2.7722 0.0056 -3.0378  0.003
H -2.7859 1.0928 -1.7043  0.006
H -3.1405 -2.2097 -3.4854  0.000
H -2.9371 -4.3173 -4.7261  0.000
H -1.3419 -6.0530 -3.9808  0.000
H 0.0497 -5.6620 -1.9738  0.000
H -0.1482 -3.5547 -0.7274  0.001
O -1.0641 2.5190 -0.7378  0.250
C -1.4146 4.3740 4.3567  -0.009
C -1.7070 4.4390 2.9821  0.014
C -1.3461 3.4237 2.1392  -0.006
C -0.6721 2.2784 2.6284  0.022
C -0.2820 1.1841 1.7890  0.026
C 0.3369 0.0944 2.3816  0.093
C 0.6383 0.0437 3.7565  -0.001
C 0.2907 1.0915 4.5577  0.062
C -0.3773 2.2176 4.0211  -0.001
C -0.7626 3.2871 4.8634  0.011
H -1.7079 5.1867 5.0090  -0.001
H -2.2220 5.3052 2.5865  0.001
H -1.5566 3.4784 1.0805  0.002
H 0.5500 -0.7894 1.7814  0.012
H 1.1238 -0.8326 4.1683  -0.002
H 0.5018 1.0740 5.6204  0.004
H -0.5309 3.2217 5.9200  0.000
F 6.3627 1.4621 -1.5236  0.002
C 5.5768 0.6716 -2.2647  0.003
F 6.0999 -0.5605 -2.2189  0.002
F 5.6486 1.0957 -3.5278  0.000
C 4.1637 0.6736 -1.7440  0.029
C 3.9236 0.2616 -0.4446  -0.003
C 2.6244 0.2567 0.0210  0.040
N 1.5884 0.6333 -0.7422  0.066
C 1.8344 1.0390 -2.0018  0.044
C 3.1040 1.0796 -2.5375  -0.004
H 4.7291 -0.0534 0.2036  0.000
H 2.3927 -0.0320 1.0342  0.003
H 0.9760 1.3482 -2.5859  0.005
H 3.2529 1.4143 -3.5526  -0.001

Summary:
lowest unoccupied orbital energy (alpha / beta) = -0.9 / -1.3 eV
HOMO energy (alpha / beta) = -0.233 / -0.288 Ha
calculated total energy = -1725.039985 Ha
frontier orbital gap (alpha / beta) = 0.1989 / 0.2420 hartree
energy above the lowest of the compared OMol25 structures with the same formula, charge and spin = 83.7 kJ/mol
multiplicity = 4


Record 5
# C11H15OP

2 unconnected molecules or ions with the total composition C11H15OP at a distorted geometry (ωB97M-V/def2-TZVPD, the Open Molecules 2025 dataset).

Last column: natural (NBO) charge in e.
Geometry (Å):
C -2.5776 -2.7557 -3.0524  -0.203
C -1.2527 -2.3923 -3.2497  -0.215
C -3.4496 -2.0263 -2.2230  -0.284
C -0.6611 -1.2803 -2.6411  -0.246
C -2.7703 -0.9782 -1.7130  0.122
C -1.5475 -0.6005 -1.8368  -0.107
C 1.1811 3.4258 0.9251  -0.605
C -0.3256 -1.3460 1.2401  -0.605
C 1.6281 1.9991 1.2207  -0.404
C 0.8982 -0.4393 1.2098  -0.404
C 0.5593 0.9896 0.7889  -0.592
O 1.6979 0.5339 -1.5937  -1.036
P 0.4865 1.1930 -1.1023  1.364
H -2.9691 -3.6322 -3.5470  0.226
H -0.6349 -2.9926 -3.9005  0.226
H -4.4738 -2.3039 -2.0442  0.237
H 0.3752 -1.0127 -2.7745  0.247
H 0.2868 3.6743 1.4942  0.205
H 1.9647 4.1356 1.1759  0.216
H 0.9508 3.5411 -0.1372  0.196
H -1.0637 -0.9759 1.9506  0.197
H -0.7922 -1.3947 0.2576  0.210
H -0.0441 -2.3546 1.5348  0.209
H 1.8377 1.8941 2.2886  0.206
H 2.5559 1.7875 0.6802  0.211
H 1.3462 -0.4213 2.2078  0.199
H 1.6388 -0.8527 0.5176  0.218
H -0.4032 1.2891 1.2154  0.210

Summary:
lowest unoccupied orbital energy (alpha / beta) = -1.1 / -1.1 eV
HOMO energy (alpha / beta) = -0.311 / -0.311 Ha
calculated total energy = -844.598362 Ha
frontier orbital gap (alpha / beta) = 0.2692 / 0.2690 hartree
energy above the lowest of the compared OMol25 structures with the same formula, charge and spin = 239.1 kJ/mol
structure (SMILES) = C1=C=CC=CC=1.CCC(CC)P=O


Record 6
# CH7N2O

2 unconnected molecules or ions with the total composition CH7N2O at a distorted geometry (ωB97M-V/def2-TZVPD, the Open Molecules 2025 dataset).

Last column: natural (NBO) charge in e.
Geometry (Å):
C -0.7399 -0.2469 -0.2694  0.543
N 0.2925 1.4044 0.2345  -0.894
N 0.3274 -0.9746 0.4107  -0.845
O -0.7551 -0.3735 -1.5806  -0.601
H -1.7189 0.1598 0.1706  0.259
H -0.0776 2.0471 0.8742  0.403
H 0.4788 2.1098 -0.5244  0.410
H 1.0442 1.0187 0.6183  0.398
H 0.8215 -1.5327 -0.2355  0.396
H -0.1020 -1.5062 1.1860  0.424
H 0.2467 -0.3420 -1.8587  0.507

Summary:
lowest unoccupied orbital energy = -4.0 eV
charge = +1
HOMO energy = -0.582 Ha
calculated total energy = -226.738720 Ha
frontier orbital gap = 0.4355 hartree
energy above the lowest of the compared OMol25 structures with the same formula, charge and spin = 253.9 kJ/mol